1.
# C35H29CdCl2N10

C35H29CdCl2N10 as an isolated structure (ωB97M-V/def2-TZVPD, OMol25).

Properties
E_tot (eV): -81274.9250
2S+1: 1
Net charge: +1

The geometry in XYZ format:
```
77
Properties=species:S:1:pos:R:3:forces:R:3:lowdin_charge:R:1
Cd -0.837565 -0.360347 -0.160238 -0.074 0.312 -0.514 1.366
C -3.524627 -3.960583 -0.249281 -0.052 -0.067 0.019 -0.066
C -3.294023 -4.634855 0.950746 0.028 0.022 -0.001 -0.051
C -2.310510 -4.177250 1.792130 -0.010 -0.040 0.036 -0.003
C -1.543992 -3.047447 1.447975 0.076 0.089 0.006 -0.342
N -1.794789 -2.395732 0.297044 0.023 -0.081 0.168 -0.013
C -2.753987 -2.859555 -0.518542 0.061 0.075 -0.064 -0.190
N -0.551381 -2.724796 2.350001 -0.120 -0.003 0.005 0.155
C 0.361872 -1.816636 2.274193 -0.039 -0.036 -0.115 -0.315
N 0.598375 -0.836925 1.333372 0.371 -0.230 0.357 0.007
C 1.798372 -0.213133 1.633514 -0.086 -0.001 -0.001 -0.322
N 2.455678 0.716714 1.045283 0.074 0.115 -0.064 0.168
C 2.177116 1.411495 -0.119819 -0.089 -0.048 -0.044 -0.324
C 3.058283 2.475146 -0.383162 0.018 0.021 0.043 0.000
C 2.902406 3.242106 -1.512039 0.007 -0.004 0.008 -0.054
C 1.864616 2.936447 -2.388592 0.012 0.014 -0.027 -0.065
C 1.045585 1.879966 -2.063116 -0.088 -0.113 -0.003 -0.172
N 1.171801 1.127454 -0.965148 0.153 -0.061 0.321 0.079
C 2.328489 -0.797989 2.890703 -0.065 -0.035 -0.012 -0.113
C 3.476339 -0.524817 3.607148 0.046 0.007 0.009 -0.005
C 3.697305 -1.268021 4.762086 0.009 0.014 -0.019 -0.064
C 2.791943 -2.245707 5.173907 -0.033 -0.010 0.001 -0.064
C 1.639919 -2.512442 4.441683 -0.021 -0.021 0.034 -0.003
C 1.432914 -1.768140 3.297091 0.032 0.044 -0.032 -0.114
H -4.281213 -4.286785 -0.948744 0.021 0.005 -0.001 0.106
H -3.871495 -5.514078 1.205755 -0.001 0.020 0.028 0.114
H -2.077611 -4.666436 2.726818 -0.006 -0.006 -0.017 0.116
H -2.891412 -2.306112 -1.441313 0.034 0.008 0.008 0.080
H 3.846561 2.658293 0.332546 0.004 0.001 -0.019 0.116
H 3.577466 4.062348 -1.719951 -0.001 -0.006 0.021 0.113
H 1.701838 3.499418 -3.297722 0.001 -0.011 0.008 0.104
H 0.221361 1.616728 -2.721137 0.016 -0.017 0.004 0.090
H 4.170803 0.233963 3.271142 -0.005 -0.013 0.010 0.114
H 4.588219 -1.090185 5.350904 -0.021 0.002 -0.002 0.106
H 2.992638 -2.808349 6.076813 0.003 0.022 -0.011 0.106
H 0.928480 -3.267642 4.749621 0.028 0.001 -0.021 0.115
C -2.931476 1.875972 -2.004470 0.103 -0.028 0.023 -0.126
N -2.783608 0.435419 -2.188761 -0.016 -0.035 -0.004 -0.071
C -2.245553 -0.028475 -3.465267 0.074 0.055 0.101 -0.127
C -0.848430 -0.572804 -3.348068 -0.086 -0.086 0.011 -0.344
N -0.363614 -1.124372 -2.269934 0.114 0.103 -0.120 0.067
C 0.920436 -1.560121 -2.601216 -0.103 -0.057 -0.052 -0.240
C 1.871870 -2.216491 -1.826550 0.021 0.009 0.033 -0.012
C 3.069949 -2.533409 -2.433818 -0.017 0.022 0.026 -0.066
C 3.320487 -2.210397 -3.777308 -0.012 -0.008 0.001 -0.072
C 2.379208 -1.566826 -4.555974 0.011 0.019 -0.049 -0.009
C 1.176583 -1.251022 -3.935570 -0.047 -0.020 0.025 -0.185
N 0.020196 -0.622347 -4.386227 0.069 -0.014 -0.104 0.175
C -1.949406 2.453736 -1.024178 -0.076 -0.030 0.036 -0.340
N -1.518406 1.822447 0.034198 0.099 -0.050 -0.050 0.032
C -0.759114 2.745821 0.754226 -0.087 -0.009 -0.013 -0.240
C -0.090972 2.605111 1.966326 0.020 -0.013 0.023 -0.019
C 0.609269 3.699748 2.431997 -0.027 -0.032 -0.020 -0.062
C 0.626492 4.912758 1.725045 0.004 -0.007 0.015 -0.071
C -0.056775 5.070691 0.534932 -0.010 0.048 -0.024 -0.010
C -0.747366 3.959517 0.067277 0.000 -0.051 0.033 -0.185
N -1.523908 3.737611 -1.063703 -0.043 0.112 0.008 0.183
H -2.872425 2.420204 -2.952136 0.012 -0.010 -0.031 0.124
H -3.922852 2.067207 -1.588909 -0.042 0.058 -0.037 0.135
H -3.664420 -0.018327 -2.003630 0.003 -0.013 0.027 0.102
H -2.876635 -0.838176 -3.837585 -0.015 0.002 -0.065 0.134
H -2.263087 0.761495 -4.222893 -0.029 0.014 -0.017 0.123
H 1.670925 -2.463528 -0.791644 0.017 0.022 -0.002 0.103
H 3.835936 -3.042595 -1.864670 -0.003 0.001 -0.007 0.109
H 4.273183 -2.479028 -4.213821 -0.012 0.007 0.003 0.109
H 2.571273 -1.327710 -5.593783 0.005 -0.001 0.017 0.114
H -0.139434 -0.271663 -5.315215 -0.040 -0.006 0.009 0.169
H -0.130067 1.672686 2.516009 0.042 0.015 -0.022 0.105
H 1.157111 3.623227 3.361776 -0.026 0.014 0.000 0.111
H 1.180022 5.749308 2.131025 -0.006 -0.014 -0.015 0.109
H -0.059173 6.014794 0.005508 0.021 -0.026 -0.001 0.115
H -1.738428 4.411184 -1.779072 -0.022 -0.013 0.002 0.170
Cl -2.876391 -0.227389 4.190974 -0.012 -0.010 -0.005 0.530
C -4.206491 -0.377596 3.043641 0.140 -0.063 0.071 -0.981
Cl -3.660153 -0.024225 1.387919 -0.302 0.125 0.092 0.511
H -4.976896 0.336876 3.301432 -0.019 0.028 -0.013 0.027
H -4.573638 -1.395423 3.070448 -0.010 -0.029 -0.026 0.026
```
Positions in Å, forces in eV/Å.

2.
# C35H29CoO3S2Se3Te

C35H29CoO3S2Se3Te as an isolated structure (ωB97M-V/def2-TZVPD, OMol25).

Properties
<S²>: 3.764
Energy above the lowest of the compared OMol25 structures with the same formula, charge and spin (kcal per mole): 0.00
2S+1: 4
Net charge: -1

The geometry in XYZ format:
```
74
Properties=species:S:1:pos:R:3:forces:R:3:lowdin_charge:R:1
Co -0.702048 -0.671549 -4.656959 0.225 0.555 0.234 -0.070
C -6.320472 -1.174208 2.950708 0.198 -0.466 0.229 -0.060
C -5.222052 -1.106661 1.915518 0.212 0.375 -0.188 -0.283
C -4.704383 -2.294723 1.402851 0.356 -0.542 0.095 -0.048
C -3.661813 -2.315659 0.469889 -0.922 0.339 0.265 -0.074
C -3.151300 -1.126967 -0.018048 -0.139 0.589 0.619 -0.368
C -3.625070 0.070829 0.497678 -0.674 0.676 -0.591 -0.070
C -4.679841 0.083173 1.428269 0.614 0.514 -0.294 -0.029
S -1.951820 -1.129786 -1.355939 1.196 -0.130 0.568 1.001
O -2.031665 0.173954 -2.027176 -0.216 0.536 -0.270 -0.512
C -0.484412 -1.055762 -0.218839 -0.403 -0.682 -0.141 -0.257
C -0.126407 -2.360536 0.214386 0.099 -0.638 -0.331 -0.079
C 0.918046 -2.597237 1.059948 -0.359 0.715 0.265 -0.007
C 1.581626 -1.460945 1.654551 -0.228 -0.524 -0.689 -0.155
C 2.583948 -1.635534 2.626308 0.131 -0.050 -0.016 -0.051
C 3.276431 -0.582568 3.150235 -0.275 -0.058 -0.238 -0.095
C 2.961657 0.697949 2.686022 0.287 1.036 -0.128 -0.080
C 1.995317 0.918780 1.729241 0.271 -0.097 0.359 -0.016
C 1.257207 -0.158522 1.189876 0.010 -0.284 -0.007 -0.106
C 0.217844 0.031703 0.197922 -0.030 0.590 0.179 -0.120
C -0.106478 1.471150 -0.118444 -0.477 -0.292 1.076 -0.131
C -0.922123 2.157368 0.855237 0.184 0.603 -0.217 -0.094
C -1.456282 1.531716 2.020852 0.334 -0.842 -0.892 -0.047
C -2.168010 2.224821 2.935207 -0.489 -0.130 0.667 -0.098
C -2.469446 3.584004 2.737754 -0.298 1.027 0.253 -0.092
C -1.979097 4.242660 1.645391 0.278 0.027 -0.207 -0.040
C -1.150582 3.565822 0.703776 -0.056 -0.820 0.693 -0.161
C -0.503193 4.269566 -0.318947 -0.013 0.090 -0.189 -0.018
C 0.285287 3.590242 -1.211218 -0.486 0.801 0.168 -0.049
C 0.480465 2.209686 -1.102899 0.246 -0.016 -0.419 -0.276
S 1.437317 1.509951 -2.485230 -0.477 -0.114 -0.259 0.999
O 1.945055 2.669753 -3.261180 0.134 0.037 0.278 -0.499
C 2.765294 0.765902 -1.568470 0.758 -0.633 0.517 -0.373
C 2.803866 -0.621473 -1.641456 -0.250 -0.144 -0.240 -0.063
C 3.819477 -1.346263 -0.990428 -1.001 0.067 -0.420 -0.026
C 4.826082 -0.690252 -0.300421 0.136 -0.431 -0.233 -0.275
C 5.896132 -1.503337 0.387983 -0.110 0.490 0.610 -0.048
C 4.819914 0.705426 -0.279693 -0.265 0.084 0.079 -0.046
C 3.768581 1.414966 -0.858644 0.627 1.100 0.036 -0.066
H -7.145205 -1.771357 2.548507 0.111 -0.136 0.248 0.077
H -6.757561 -0.219495 3.225890 0.244 0.273 -0.067 0.067
H -5.921092 -1.652664 3.877094 -0.448 0.260 -0.628 0.091
H -5.129530 -3.241414 1.761573 0.229 0.327 -0.199 0.116
H -3.322436 -3.238381 0.058094 0.178 -0.636 -0.159 0.097
H -3.253824 1.020346 0.053486 -0.304 -0.792 0.449 0.126
H -5.033827 1.079670 1.732129 -0.014 -0.635 0.107 0.118
H -0.717484 -3.182346 -0.216479 0.463 0.207 0.220 0.110
H 1.218550 -3.614573 1.321992 -0.124 0.344 0.022 0.115
H 2.842752 -2.626694 2.946300 -0.059 -0.463 0.031 0.105
H 4.063111 -0.766479 3.869237 0.000 0.174 0.072 0.100
H 3.538694 1.565596 3.029119 -0.243 -0.378 -0.009 0.110
H 1.844633 1.933432 1.373127 -0.130 -0.181 0.042 0.123
H -1.376626 0.443678 2.119951 0.250 0.457 0.092 0.128
H -2.540284 1.690964 3.810931 -0.024 0.237 -0.201 0.109
H -3.083754 4.148887 3.457272 0.326 -0.465 -0.302 0.105
H -2.152846 5.309939 1.459532 -0.085 -0.435 0.259 0.112
H -0.670898 5.353476 -0.324096 0.245 -0.413 -0.426 0.117
H 0.738300 4.098577 -2.042234 0.280 0.106 -0.179 0.099
H 1.976632 -1.059870 -2.224715 0.569 -0.212 0.397 0.079
H 3.791869 -2.439532 -1.010874 0.049 0.340 -0.071 0.117
H 5.921217 -2.543713 0.097584 -0.271 -0.250 -0.220 0.070
H 5.751580 -1.471028 1.478909 -0.004 -0.009 -0.225 0.074
H 6.882974 -1.107527 0.195812 0.329 0.253 -0.086 0.070
H 5.634455 1.232326 0.227701 -0.359 -0.080 -0.132 0.117
H 3.785309 2.516473 -0.771978 -0.142 -0.634 -0.200 0.128
Se 0.744801 0.550540 -6.206115 0.151 -0.531 0.002 -0.046
Se -0.253254 -1.288139 -7.392424 0.734 0.293 0.213 -0.223
Te -2.443425 -0.173858 -7.606600 -0.796 -0.067 -0.431 0.179
Se -2.976523 -0.263682 -5.166476 -0.562 0.133 0.008 -0.143
C 0.787736 -2.903631 -3.553494 -0.582 0.334 -0.300 -0.235
O -0.031821 -1.770752 -3.332529 0.874 -0.816 0.152 -0.512
H 1.736131 -2.819056 -3.000050 -0.060 -0.114 -0.059 0.046
H 1.044625 -3.016848 -4.631294 -0.107 -0.064 0.511 0.067
H 0.283969 -3.830307 -3.210495 0.153 0.214 -0.148 0.069
```
Positions in Å, forces in eV/Å.

3.
# C35H29CrF5GeO2S4

C35H29CrF5GeO2S4 as an isolated structure (ωB97M-V/def2-TZVPD, OMol25).

Properties
<S²>: 8.795
Energy above the lowest of the compared OMol25 structures with the same formula, charge and spin (kcal per mole): 8.22
2S+1: 6
Net charge: +1

The geometry in XYZ format:
```
77
Properties=species:S:1:pos:R:3:forces:R:3:lowdin_charge:R:1
Cr 0.273805 -0.012173 1.013849 0.548 -0.174 -0.012 0.366
F -4.174350 -1.073802 -3.959911 0.004 0.040 0.023 0.142
C -3.447252 -1.263287 -2.865069 -0.022 0.030 -0.103 -0.139
C -2.083796 -1.036045 -2.886258 0.053 0.039 -0.147 -0.146
F -1.483493 -0.626553 -4.008174 -0.085 0.042 0.100 0.123
C -1.348140 -1.250425 -1.741719 0.251 0.013 0.075 -0.235
F -0.020428 -0.995463 -1.805490 -0.159 -0.017 0.076 0.052
C -1.907156 -1.715076 -0.554096 0.103 0.120 -0.180 -0.506
S -0.915932 -2.048079 0.858277 -0.143 0.040 0.138 0.691
C -3.281589 -1.930372 -0.566925 0.042 0.046 0.058 -0.238
F -3.896565 -2.363931 0.530365 -0.027 0.009 -0.005 0.102
C -4.045500 -1.701244 -1.698412 -0.112 -0.033 0.079 -0.140
F -5.358489 -1.909180 -1.675601 -0.019 -0.010 0.020 0.137
O 2.011798 -1.028125 0.718995 0.066 0.076 -0.055 -0.649
S 2.653821 -2.245388 1.373585 0.031 -0.008 0.195 1.079
C 4.246622 -1.599169 1.999251 -0.030 0.086 -0.202 -0.278
C 4.235403 -0.094103 2.253989 -0.017 0.090 0.058 -0.220
C 4.494900 0.745412 0.997611 0.013 -0.088 -0.035 -0.214
C 4.186719 2.225795 1.191709 -0.114 -0.049 0.200 -0.287
S 2.457005 2.706012 0.876187 0.124 -0.159 -0.155 1.066
O 1.601953 1.546239 1.368946 -0.035 0.173 0.032 -0.612
C 2.486560 2.630720 -0.903065 -0.159 0.037 0.048 -0.390
C 2.743989 3.822715 -1.565620 -0.034 0.050 0.042 -0.087
C 2.757264 3.831756 -2.951220 -0.020 -0.038 -0.021 -0.058
C 2.481676 2.665890 -3.654833 0.009 0.018 0.007 -0.051
C 2.204255 1.484764 -2.979748 0.003 0.025 0.010 -0.043
C 2.214188 1.459467 -1.592853 -0.042 -0.107 0.044 -0.074
C 1.796616 -2.511392 2.911105 -0.070 -0.077 -0.137 -0.423
C 1.291491 -1.463359 3.669996 0.003 0.104 -0.013 -0.096
C 0.565635 -1.747862 4.814246 -0.002 -0.023 0.015 -0.046
C 0.356372 -3.067934 5.195565 0.033 -0.015 -0.050 -0.045
C 0.863394 -4.108729 4.430061 -0.001 0.059 0.024 -0.047
C 1.577773 -3.832821 3.273021 0.019 -0.018 -0.013 -0.075
H 4.987217 -1.869771 1.243973 -0.012 0.011 -0.007 0.098
H 4.461272 -2.174141 2.898363 -0.023 -0.043 0.026 0.103
H 5.017072 0.119295 2.987245 -0.027 0.010 0.024 0.129
H 3.291820 0.204810 2.709918 0.050 -0.011 -0.019 0.084
H 3.925432 0.354681 0.154532 0.025 0.004 0.011 0.093
H 5.550772 0.662295 0.729545 -0.009 -0.025 -0.035 0.129
H 4.753607 2.860258 0.510662 0.004 0.048 -0.027 0.101
H 4.401838 2.558876 2.209751 -0.016 -0.030 0.002 0.100
H 2.901956 4.737425 -1.005719 0.002 0.008 -0.013 0.115
H 2.956905 4.753356 -3.480191 -0.001 0.012 -0.004 0.115
H 2.474442 2.677986 -4.736459 0.002 0.013 -0.006 0.114
H 1.978485 0.580863 -3.528927 -0.002 -0.014 0.000 0.117
H 2.018484 0.533227 -1.065861 -0.019 0.028 -0.019 0.078
H 1.455968 -0.431304 3.378148 -0.020 -0.019 0.019 0.093
H 0.157974 -0.939524 5.405387 -0.006 0.009 0.004 0.119
H -0.215776 -3.283728 6.087217 -0.006 -0.008 0.010 0.116
H 0.685890 -5.134998 4.718997 -0.007 -0.011 0.005 0.116
H 1.945404 -4.636398 2.646635 -0.012 0.001 0.005 0.117
Ge -1.586242 2.478455 -0.338447 -0.119 -0.035 0.497 1.088
C -3.385786 2.209844 -1.023723 0.245 -0.111 -0.004 -0.322
C -4.426543 1.791014 -0.193205 0.017 0.016 -0.120 -0.114
C -5.698975 1.603029 -0.714128 0.014 0.006 0.008 -0.069
C -5.942044 1.826545 -2.062403 0.006 -0.021 0.033 -0.067
C -4.913013 2.244495 -2.893845 0.073 -0.017 -0.030 -0.074
C -3.637559 2.430036 -2.380271 -0.059 -0.100 0.076 -0.120
C -0.816453 4.242306 -0.611358 -0.034 -0.156 -0.097 -0.327
C -0.780364 4.781827 -1.900187 0.040 0.012 0.088 -0.114
C -0.240223 6.038929 -2.122076 0.013 -0.012 -0.008 -0.078
C 0.285304 6.767512 -1.062551 -0.009 -0.028 0.015 -0.077
C 0.262059 6.238259 0.220739 -0.007 -0.018 -0.014 -0.080
C -0.287148 4.982434 0.445839 0.070 0.017 -0.041 -0.128
H -0.680334 2.412673 2.160923 0.268 -0.118 -0.125 -0.004
H -4.255582 1.614401 0.858695 0.022 -0.027 0.057 0.071
H -6.501441 1.280228 -0.063804 -0.001 -0.005 -0.005 0.112
H -6.933076 1.669175 -2.466125 -0.010 0.005 -0.003 0.112
H -5.098772 2.412550 -3.946185 -0.006 0.006 -0.010 0.111
H -2.837272 2.731171 -3.044452 -0.007 0.008 -0.036 0.088
H -1.174883 4.219408 -2.737614 0.005 0.031 -0.010 0.089
H -0.230567 6.451616 -3.122504 0.005 0.006 -0.004 0.110
H 0.703425 7.750297 -1.235294 0.001 0.011 -0.001 0.109
H 0.657716 6.808759 1.051026 0.001 0.010 0.004 0.109
H -0.311504 4.595884 1.457010 -0.009 -0.013 0.034 0.093
S -1.997722 0.450511 2.091889 -0.200 0.022 0.099 0.684
C -1.300023 1.820266 1.491343 -0.453 0.245 -0.492 -0.799
```
Positions in Å, forces in eV/Å.

The records above yield max |F| values of 0.61, 1.33, 0.71 eV/A, respectively.